(1)
Here is a 2-piece molecular cluster, C11H13F4N3O2 overall from the Open Molecules 2025 dataset. Energies are from the ωB97M-V functional and the def2-TZVPD basis.

Each line ends with the Löwdin charge.
CARTESIAN COORDINATES (ANGSTROEM)
O  -0.6646  -3.4857  2.9869  0.152
C  -0.6296  -2.2453  3.0316  -0.247
C  -1.8040  -1.3884  2.9050  -0.104
F  -2.9987  -1.9378  3.1918  0.130
C  -1.7086  -0.0982  2.5035  -0.088
F  -2.8179  0.6358  2.2469  0.122
C  -0.4191  0.5931  2.4170  -0.257
O  -0.3672  1.7994  2.1687  0.128
C  0.7393  -0.2013  2.8311  -0.123
F  1.9175  0.4526  2.8929  0.126
C  0.6253  -1.5030  3.1940  -0.119
F  1.6851  -2.1554  3.7056  0.129
C  -0.6360  -1.4246  -1.8831  -0.074
N  0.4589  -0.7248  -1.2558  -0.162
C  1.2177  -1.5767  -0.3606  -0.068
C  0.6233  0.6361  -1.0520  -0.406
N  1.1080  1.0053  0.0865  0.105
N  0.4111  1.5286  -2.0842  -0.162
C  -0.5994  1.4316  -3.0985  -0.073
C  0.9326  2.8780  -2.0336  -0.070
H  -1.3269  -0.7480  -2.3859  0.056
H  -0.2457  -2.1685  -2.5966  0.097
H  -1.2271  -1.9686  -1.1242  0.088
H  1.8982  -0.9148  0.1883  0.073
H  0.5568  -2.0728  0.3729  0.077
H  1.7728  -2.3289  -0.9403  0.095
H  0.9060  1.9851  0.3566  0.065
H  -0.8605  0.4130  -3.3455  0.051
H  -1.5024  1.9728  -2.7828  0.101
H  -0.2088  1.9234  -3.9953  0.089
H  1.8009  2.9427  -1.3782  0.087
H  1.2054  3.1593  -3.0570  0.086
H  0.1577  3.5857  -1.7057  0.094

Computed properties:
net charge: 0

(2)
Here is C11H13F6N3O4OsS2Se as an isolated structure from the Open Molecules 2025 dataset. Energies are from the ωB97M-V functional and the def2-TZVPD basis.

Each line ends with the Mulliken spin population.
CARTESIAN COORDINATES (ANGSTROEM)
Os  0.1767  0.9313  -0.0800  2.671
F  4.1080  1.0567  2.7370  0.000
C  3.0496  1.6866  2.2495  0.000
F  1.9700  0.9365  2.4553  0.015
F  2.8986  2.8552  2.8497  0.000
S  3.3458  1.9480  0.4138  0.006
O  2.4817  0.9325  -0.2419  0.027
O  4.7502  1.8226  0.2654  0.001
N  2.8463  3.4177  0.0708  0.003
S  1.2961  3.5439  -0.1490  -0.042
O  0.5288  2.9136  0.9608  0.000
O  0.8054  3.1453  -1.4496  0.020
C  1.0101  5.3517  0.0110  0.007
F  1.5797  5.8073  1.1113  0.000
F  1.5034  5.9611  -1.0501  0.001
F  -0.3005  5.5237  0.0714  0.000
Se  -1.9631  1.0908  0.8491  0.238
C  -3.0246  -0.3882  0.2721  0.012
C  -3.6596  -1.1697  1.2208  0.002
C  -4.4590  -2.2165  0.7807  0.002
N  -4.6642  -2.5036  -0.5048  0.007
C  -4.0550  -1.7242  -1.4016  -0.001
C  -3.2266  -0.6639  -1.0700  -0.010
H  -3.5326  -0.9815  2.2793  -0.008
H  -4.9560  -2.8578  1.5009  0.000
H  -4.2378  -1.9627  -2.4441  -0.001
H  -2.7436  -0.0775  -1.8394  0.010
C  1.4190  -2.3859  -1.9024  0.053
C  0.4719  -2.0750  -0.7403  -0.118
C  1.2087  -2.2146  0.5949  0.097
C  -0.7217  -3.0292  -0.7768  0.058
N  0.0126  -0.7018  -0.8990  0.982
H  1.7486  -3.4256  -1.8461  0.005
H  2.2954  -1.7355  -1.8667  -0.002
H  0.9137  -2.2296  -2.8568  -0.008
H  1.4818  -3.2585  0.7619  0.004
H  0.5666  -1.8946  1.4192  -0.012
H  2.1216  -1.6155  0.6013  -0.016
H  -0.3650  -4.0575  -0.6884  0.002
H  -1.2703  -2.9301  -1.7153  -0.004
H  -1.4105  -2.8252  0.0456  -0.004

Computed properties:
multiplicity: 5
net charge: 0

(3)
Here is the molecule C11H13FN2O8 from the Open Molecules 2025 dataset. Energies are from the ωB97M-V functional and the def2-TZVPD basis.

Each line ends with the Löwdin charge.
CARTESIAN COORDINATES (ANGSTROEM)
C  1.2886  -2.8227  -2.1574  -0.021
O  0.7664  -2.4651  -0.8721  -0.029
C  1.2251  -1.2754  -0.4651  -0.445
O  1.9247  -0.5543  -1.0953  0.151
C  0.9381  -0.9304  1.0327  -0.026
O  0.5646  0.5000  1.3505  -0.038
C  -0.7477  0.9563  0.9215  -0.244
O  -0.8409  1.0498  -0.4786  0.051
C  0.0320  1.8560  -1.1404  -0.175
N  0.8106  2.7715  -0.4662  0.212
C  1.8084  3.3978  -1.1898  -0.579
O  2.3114  4.2277  -0.5073  0.073
N  1.9391  3.3610  -2.5463  0.154
C  1.0822  2.5751  -3.2310  0.003
C  0.1964  1.6832  -2.5354  -0.130
F  -0.5510  0.8163  -3.3483  0.020
C  -1.9631  0.0834  1.4198  -0.162
O  -3.0635  0.8117  2.1977  -0.041
C  -1.3536  -0.9296  2.2980  -0.333
O  -2.2880  -1.8582  2.8071  0.027
C  -0.3077  -1.7396  1.5464  -0.218
O  0.1076  -2.7128  2.5725  -0.049
H  0.6835  -3.6638  -2.4271  0.086
H  1.1309  -2.0619  -2.9015  0.091
H  2.3598  -3.1633  -2.0134  0.129
H  1.7680  -1.1169  1.7431  0.183
H  -0.9353  2.0013  1.2699  0.176
H  0.8601  2.8954  0.5545  0.175
H  1.2712  2.5669  -4.2324  0.093
H  -2.4096  -0.3127  0.4473  0.187
H  -3.3973  1.5437  1.6058  0.115
H  -0.7501  -0.5181  3.1180  0.179
H  -3.0267  -1.3320  3.0405  0.075
H  -0.8880  -2.2921  0.7015  0.183
H  -0.5462  -3.3483  2.9808  0.127

Computed properties:
net charge: 0

(4)
Here is the molecule C11H13FSi from the Open Molecules 2025 dataset. Energies are from the ωB97M-V functional and the def2-TZVPD basis.

Each line ends with the Löwdin charge.
CARTESIAN COORDINATES (ANGSTROEM)
C  -1.8978  1.9614  1.7805  -0.055
C  -2.6160  1.6489  0.6868  -0.227
Si  -2.7785  -0.1099  0.0532  0.721
F  -4.2318  -0.3749  -0.5512  -0.166
C  -1.6370  -1.4351  0.0401  -0.263
C  -0.3332  -1.3994  0.6912  -0.274
C  0.9171  -1.3764  -0.2418  -0.243
C  2.1409  -1.1620  0.6414  -0.050
C  2.7075  0.0709  0.7836  -0.093
C  2.4225  1.1502  -0.1140  -0.101
C  1.5389  0.9645  -1.0752  -0.104
C  0.8834  -0.2556  -1.3123  -0.306
C  0.1435  -0.3926  -2.3924  0.038
H  -1.8578  3.0307  2.1439  0.078
H  -1.2788  1.3258  2.3703  0.038
H  -2.8380  2.4684  0.0468  0.041
H  -1.6316  -2.2374  -0.6271  0.029
H  -0.3524  -2.3053  1.3083  0.124
H  -0.1333  -0.5713  1.2328  0.054
H  1.1354  -2.3838  -0.7443  0.162
H  2.3614  -2.0004  1.2932  0.104
H  3.4524  0.2753  1.5091  0.083
H  2.8503  2.1574  0.0294  0.114
H  1.4781  1.8002  -1.7572  0.112
H  0.1020  0.4413  -3.1716  0.088
H  -0.5469  -1.2910  -2.6234  0.095

Computed properties:
net charge: 0

(5)
Here is an isolated ion of composition C11H13N2 and charge +1 from the Open Molecules 2025 dataset. Energies are from the ωB97M-V functional and the def2-TZVPD basis.

Each line ends with the Löwdin charge.
CARTESIAN COORDINATES (ANGSTROEM)
C  1.6763  -0.9511  -3.0176  -0.080
C  2.8102  -0.7584  -2.1933  -0.026
C  0.4341  -0.9351  -2.4959  0.017
C  2.6738  -0.6066  -0.8528  -0.032
C  0.2359  -0.6167  -1.0283  -0.098
C  1.4351  -0.4561  -0.2532  -0.108
C  -0.9506  -0.4493  -0.3858  0.021
C  1.1764  -0.1026  1.2103  -0.166
C  -2.5099  -0.1024  1.2779  -0.070
C  -1.2738  0.5091  1.9833  -0.411
C  -1.2095  1.9812  1.6222  -0.059
N  -2.1672  -0.3258  -0.1754  0.125
N  -0.1766  -0.3284  1.6211  0.080
H  1.7691  -1.1179  -4.1367  0.144
H  3.7925  -0.9585  -2.6649  0.138
H  -0.3695  -1.1841  -3.2080  0.125
H  3.5981  -0.6358  -0.2395  0.146
H  1.7731  -0.6056  2.0279  0.154
H  1.5488  1.0188  1.1514  0.167
H  -2.7901  -0.9931  1.8275  0.127
H  -3.3508  0.6572  1.2864  0.148
H  -1.5579  0.2978  3.0315  0.159
H  -1.5604  2.3211  0.5499  0.128
H  -0.2735  2.4317  1.9457  0.074
H  -2.0089  2.5408  2.1270  0.081
H  -2.7246  -0.6302  -1.0108  0.216

Computed properties:
net charge: +1

(6)
Here is a 2-piece molecular cluster, C11H13N2 overall from the Open Molecules 2025 dataset. Energies are from the ωB97M-V functional and the def2-TZVPD basis.

Each line ends with the Löwdin charge.
CARTESIAN COORDINATES (ANGSTROEM)
C  0.3239  0.3316  1.6528  -0.247
C  2.0809  2.6207  -1.2685  0.013
C  0.7497  2.5611  -1.7684  -0.029
C  2.7316  1.4919  -0.8747  -0.040
C  -0.0014  1.4391  -1.6783  0.009
C  2.0006  0.2541  -0.7910  0.026
C  0.5780  0.1839  -1.1910  -0.232
C  -1.7295  -1.0388  2.5230  -0.009
C  -2.1053  0.4334  2.3428  -0.029
C  0.2166  -2.3291  -0.8074  -0.039
C  -0.1373  -0.9734  -1.0708  -0.061
N  1.4065  0.6120  1.3757  0.216
N  -0.8760  -0.1085  1.7737  -0.038
H  2.6375  3.4489  -1.2675  0.085
H  0.3805  3.4547  -2.1208  0.093
H  3.7051  1.2517  -0.5600  0.108
H  -1.0453  1.2574  -2.1354  0.155
H  2.6827  -0.4869  -0.4579  0.112
H  -1.2245  -1.2732  3.5126  0.145
H  -2.1672  -1.8780  2.1056  0.085
H  -3.0099  0.7431  1.8081  0.123
H  -2.0006  1.1608  3.0550  0.087
H  -0.0644  -2.7172  0.2433  0.141
H  -0.3045  -2.8894  -1.5372  0.094
H  1.2675  -2.4259  -0.7264  0.076
H  -1.2593  -0.7510  -1.1817  0.155

Computed properties:
net charge: +1

(7)
Here is a 2-piece molecular cluster, C11H13N2 overall from the Open Molecules 2025 dataset. Energies are from the ωB97M-V functional and the def2-TZVPD basis.

Each line ends with the Mulliken spin population.
CARTESIAN COORDINATES (ANGSTROEM)
C  2.5867  1.6158  0.7990  -0.049
C  3.3371  0.9310  -0.1583  0.139
C  1.3075  1.1998  1.2217  0.097
C  2.7271  -0.2250  -0.6979  -0.062
C  0.7197  0.0723  0.7191  0.039
C  1.5100  -0.6499  -0.1896  0.128
C  -0.0249  -2.4801  -0.1274  0.043
C  -3.6443  0.8723  0.4167  -0.031
C  -2.5856  0.7123  -0.2702  0.800
C  -0.5868  -0.3914  1.1156  0.593
C  -1.9959  0.9451  -1.5623  0.067
N  1.1306  -1.9192  -0.6180  0.112
N  -0.7263  -1.8432  0.7966  -0.004
H  3.0490  2.4003  1.4266  0.001
H  4.3212  1.2010  -0.4313  0.010
H  1.0173  2.0446  1.8440  -0.003
H  3.0527  -0.9485  -1.4083  -0.003
H  -0.2456  -3.5576  -0.4247  -0.003
H  -4.4738  1.2164  -0.1609  0.033
H  -3.8486  0.4865  1.3739  0.041
H  -1.0360  0.1352  1.9313  0.001
H  -2.0871  0.0776  -2.3002  0.002
H  -2.7356  1.7897  -1.9191  0.037
H  -0.9352  1.1814  -1.3349  0.017
H  1.7742  -2.5937  -1.1014  -0.006
H  -1.6074  -2.2727  1.0599  0.000

Computed properties:
multiplicity: 3
net charge: +1

(8)
Here is the molecule C11H13N3O3S from the Open Molecules 2025 dataset. Energies are from the ωB97M-V functional and the def2-TZVPD basis.

Each line ends with the Löwdin charge.
CARTESIAN COORDINATES (ANGSTROEM)
C  3.7190  2.0434  0.1689  0.023
C  4.3534  0.6501  0.1554  -0.473
O  5.4345  0.3849  0.5283  0.112
C  5.7531  -1.0336  0.3276  -0.023
C  4.6612  -1.5801  0.1398  -0.031
C  3.7557  -0.4714  -0.0736  -0.067
C  2.1813  -0.7863  -0.4943  -0.216
N  1.7090  -2.0093  -0.6034  0.163
N  0.3240  -1.5405  -0.8882  0.028
C  0.1117  -0.3583  -0.9859  -0.821
S  -1.1903  0.2622  -1.3452  1.115
C  -2.4132  -0.8295  -1.1581  -0.441
C  -3.1721  -1.1082  0.1701  -0.429
O  -3.1462  -1.9548  0.9425  0.163
N  -3.8936  0.2204  0.3314  -0.099
C  -4.1806  1.3468  -0.2909  -0.215
C  -4.7469  0.2036  1.8420  0.134
O  1.3841  0.3744  -0.6034  0.026
H  2.7672  2.1382  0.8988  0.138
H  3.3189  2.2126  -0.8425  0.074
H  4.4718  2.8586  0.2699  0.086
H  6.6338  -1.2983  0.8858  0.131
H  4.4512  -2.5845  -0.0343  0.114
H  -1.8760  -1.8589  -1.4089  0.135
H  -3.1602  -0.8253  -1.9306  0.092
H  -3.5740  2.1085  -0.1160  0.049
H  -4.0022  1.2188  -1.2903  0.055
H  -5.2008  1.7313  -0.3138  0.111
H  -4.4529  -0.5896  1.9689  -0.107
H  -4.2691  1.0404  2.2382  0.081
H  -5.7520  0.0344  1.5120  0.094

Computed properties:
net charge: 0

no.,calculated total energy (eV)
1,-31049.2264
2,-130063.1586
3,-33692.0112
4,-22209.8250
5,-14587.1959
6,-14586.1030
7,-14586.1311
8,-33053.8786